(1)
25
Properties=species:S:1:pos:R:3:mulliken_charge:R:1 method="wB97M-V/def2-TZVPD" multiplicity=1 e_homo_ev=-2.32 e_lumo_ev=3.819 orbital_gap_ha=0.2255 total_charge=-1 relative_energy_kcal_mol=44.8
O -0.922 -1.320 2.715 -0.57
O 3.118 1.210 0.491 -0.90
N 0.346 0.411 -1.143 -0.46
C -1.678 0.353 -2.585 -1.22
C -0.629 1.216 -1.851 -0.40
C 0.478 1.065 1.245 -1.32
C -0.075 0.066 0.238 0.45
C 0.398 -1.346 0.549 -0.88
C -0.406 -2.087 1.632 -0.42
H 3.582 0.580 1.067 0.27
H 1.205 0.945 -1.025 0.30
H 2.074 1.150 0.789 0.34
H 0.171 2.107 1.116 0.18
H -0.089 1.858 -2.566 0.44
H 0.444 0.657 2.265 0.37
H 1.446 -1.325 0.794 0.14
H -1.172 1.872 -1.167 0.28
H -1.164 0.061 0.195 0.27
H -2.101 0.914 -3.430 0.39
H 0.209 -1.954 -0.336 0.29
H -1.161 -0.517 -2.967 0.31
H -2.398 -0.036 -1.858 0.25
H -1.281 -2.591 1.199 0.27
H -0.627 -0.404 2.598 0.33
H 0.228 -2.885 2.033 0.30


(2)
12
Properties=species:S:1:pos:R:3:mulliken_charge:R:1 method="wB97M-V/def2-TZVPD" multiplicity=1 e_homo_ev=-7.89 e_lumo_ev=0.149 orbital_gap_ha=0.2953 total_charge=0 relative_energy_kcal_mol=123.8
O 0.585 -1.982 0.361 -0.76
O -1.408 0.894 -1.289 -0.47
C -0.463 0.477 -0.451 0.33
C -0.620 0.081 0.996 -0.69
C 0.816 -0.090 -0.614 -0.59
C 0.747 -0.754 0.777 0.28
H 0.682 1.205 -0.397 0.15
H 1.412 -0.302 -1.498 0.47
H 1.542 -0.503 1.506 0.31
H -1.432 -0.641 1.097 0.29
H -0.716 0.897 1.718 0.32
H -1.144 0.719 -2.205 0.35


(3)
16
Properties=species:S:1:pos:R:3:lowdin_spin:R:1 method="wB97M-V/def2-TZVPD" multiplicity=3 e_homo_ev="-12.22 / -12.22" e_lumo_ev="-6.902 / -6.818" orbital_gap_ha="0.1955 / 0.1987" total_charge=+1
Tm -3.232 0.677 -1.192 1.99
S 1.791 1.064 -0.881 0.00
S -0.461 -0.506 -0.260 0.00
F 3.661 2.626 -0.141 0.00
F -1.584 -2.623 0.773 0.00
F 0.562 -2.605 0.938 0.00
F -0.368 -3.013 -0.964 0.00
F 2.998 1.332 1.461 0.00
F 4.257 0.547 -0.081 0.00
O -4.458 1.536 0.287 0.01
O -1.682 0.152 0.599 0.00
O -1.029 -0.398 -1.660 0.00
N 1.030 -0.165 -0.008 0.00
C 3.252 1.390 0.151 0.00
C -0.459 -2.323 0.155 0.00
H -4.278 2.309 0.822 0.00


(4)
9
Properties=species:S:1:pos:R:3:lowdin_spin:R:1 method="wB97M-V/def2-TZVPD" multiplicity=2 e_homo_ev="-5.21 / -6.59" e_lumo_ev="-1.299 / -1.306" orbital_gap_ha="0.1438 / 0.1941" total_charge=0 relative_energy_kcal_mol=5.5
Tl 1.598 1.446 1.153 0.11
O 0.502 -0.415 1.258 0.02
O -0.339 1.064 -1.923 0.16
C 0.027 1.053 -0.572 0.56
C -0.239 -0.290 0.074 0.11
Li 0.597 -1.581 2.524 0.00
H -1.338 -0.389 0.281 0.02
H -0.798 0.251 -2.172 0.00
H -0.011 -1.139 -0.624 0.01


(5)
33
Properties=species:S:1:pos:R:3:mulliken_charge:R:1 method="wB97M-V/def2-TZVPD" multiplicity=1 e_homo_ev=-9.01 e_lumo_ev=0.252 orbital_gap_ha=0.3402 total_charge=0 relative_energy_kcal_mol=161.7
O -0.066 -2.155 -3.296 -0.43
O 2.426 -2.255 1.980 -0.65
O 2.198 -2.021 -2.474 -0.58
N 0.071 2.807 0.045 -0.46
N 0.920 -2.336 0.088 -0.13
N 0.176 -0.915 3.408 -0.68
N -2.258 2.477 0.515 -0.47
N -0.488 1.654 1.965 -0.63
C 0.228 -1.529 -0.941 0.44
C -0.438 1.021 -1.832 -0.32
C 0.792 -2.009 -2.260 -0.15
C -0.239 2.349 -1.429 -1.15
C 1.224 -2.117 1.394 0.22
C -0.979 2.345 1.029 0.38
C 0.624 0.055 -1.187 -0.56
C -0.026 -1.853 2.298 -0.15
H -0.551 -2.846 2.615 0.33
H -1.032 2.972 -1.755 0.43
H 0.736 2.771 -1.873 0.41
H -0.442 0.933 -2.953 0.33
H 1.643 0.195 -1.761 0.35
H 1.723 -2.805 -0.158 0.27
H -2.944 2.416 1.350 0.29
H 0.937 2.585 0.645 0.36
H 0.190 -2.860 -3.942 0.40
H -1.450 0.756 -1.622 0.49
H 0.935 0.528 -0.166 0.22
H -1.334 0.997 2.463 0.21
H -2.505 3.304 0.053 0.23
H 0.882 -0.067 3.024 0.28
H -0.859 -1.348 1.568 0.09
H -0.923 -1.652 -0.860 0.33
H 0.829 -1.399 4.067 0.32


(6)
50
Properties=species:S:1:pos:R:3:mulliken_charge:R:1 method="wB97M-V/def2-TZVPD" multiplicity=1 e_homo_ev=-12.27 e_lumo_ev=-4.404 orbital_gap_ha=0.2892 total_charge=+1
P -1.788 0.343 0.614 0.05
O -5.306 -7.217 2.218 -0.36
O 6.693 3.587 -1.890 -0.34
O 4.823 3.041 -3.018 -0.36
O -0.704 3.504 -0.234 -0.29
O -3.001 -2.236 1.158 -0.47
O 6.083 4.799 -3.710 -0.53
O 1.023 2.791 -1.471 -0.24
O -7.040 -6.499 3.460 -0.32
O -0.404 1.264 -0.555 -0.39
O -4.288 -0.862 -0.535 -0.43
O -6.730 -8.726 3.141 -0.52
C 5.886 3.897 -2.945 0.63
C 6.935 1.693 -0.406 -1.51
C -4.035 -5.179 1.937 -1.43
C -6.392 -7.590 2.956 0.62
C 0.148 4.625 -0.449 -0.52
C 2.298 4.834 -1.750 -1.49
C 0.925 4.204 -1.657 0.55
C -6.188 -5.384 3.239 -0.49
C 0.989 -1.271 0.145 -0.15
C -5.407 -5.810 2.030 0.53
C 5.981 2.644 -1.097 0.66
C 5.097 1.980 -2.112 -0.41
C -0.056 2.424 -0.740 0.74
C -0.090 -0.536 0.382 -0.20
B -3.166 -1.024 0.387 0.61
H 5.396 3.199 -0.355 0.17
H -3.440 -5.396 2.829 0.34
H -2.298 -2.806 0.747 0.32
H 2.847 4.423 -2.601 0.32
H 0.365 4.384 -2.581 0.27
H 0.767 4.766 0.443 0.33
H 6.393 0.951 0.185 0.38
H -4.106 -4.095 1.817 0.47
H -3.484 -5.591 1.087 0.34
H 4.172 1.598 -1.674 0.23
H 5.592 1.173 -2.663 0.35
H -6.773 -4.479 3.061 0.30
H -3.951 -0.349 -1.325 0.31
H -5.968 -5.633 1.105 0.24
H -1.946 1.253 -0.507 0.06
H 7.568 1.173 -1.131 0.37
H 2.228 5.918 -1.867 0.44
H 7.608 2.246 0.256 0.36
H 2.894 4.614 -0.859 0.32
H 1.721 -1.939 -0.460 0.34
H -1.866 1.004 1.886 0.16
H -0.437 5.530 -0.622 0.33
H -5.569 -5.239 4.130 0.31


(7)
20
Properties=species:S:1:pos:R:3:mulliken_charge:R:1 method="wB97M-V/def2-TZVPD" multiplicity=1 e_homo_ev=-8.88 e_lumo_ev=0.381 orbital_gap_ha=0.3403 total_charge=0 relative_energy_kcal_mol=47.7
Si -0.785 1.239 -0.124 0.37
N 0.269 2.116 -1.093 -0.58
C -0.273 -0.537 -0.190 0.05
C 1.109 -0.681 -0.207 -0.05
C 1.725 -1.901 -0.404 -0.50
C 0.970 -3.024 -0.541 -0.32
C -0.394 -2.894 -0.599 -0.36
C -1.034 -1.649 -0.507 -0.35
C -2.188 1.573 1.130 -1.04
H 0.218 3.122 -1.351 0.22
H -2.225 2.628 1.535 0.29
H 1.514 -4.020 -0.505 0.29
H -0.354 -1.034 1.883 -0.26
H 2.761 -1.997 -0.323 0.40
H -2.198 0.768 1.812 0.34
H -2.084 -1.558 -0.656 0.38
H 1.838 0.110 -0.014 0.24
H -0.268 -1.202 2.703 0.26
H -0.997 -3.809 -0.828 0.28
H -3.154 1.447 0.617 0.33


(8)
14
Properties=species:S:1:pos:R:3:lowdin_spin:R:1 method="wB97M-V/def2-TZVPD" multiplicity=2 e_homo_ev="-20.16 / -20.22" e_lumo_ev="-9.441 / -12.335" orbital_gap_ha="0.3938 / 0.2899" total_charge=+2 relative_energy_kcal_mol=13.6
O 2.588 1.165 -1.350 0.00
N -1.563 -1.659 1.828 0.23
N 0.047 0.841 -0.440 0.07
C -1.349 -0.601 1.084 0.11
C -0.494 -0.446 -0.007 0.53
H -0.287 -1.192 -0.769 0.02
H -2.049 0.237 1.203 0.01
H -2.521 -1.696 2.157 0.00
H 3.097 0.402 -1.660 0.00
H -0.478 1.250 -1.234 0.02
H 0.101 1.551 0.304 0.00
H 2.805 1.828 -2.016 0.00
H -0.924 -2.448 1.759 0.00
H 1.027 0.768 -0.858 0.01


Number 1: DFT total energy -12065.3676 eV. Number 2: DFT total energy -8335.0930 eV. Number 3: DFT total energy -77219.1046 eV. Number 4: DFT total energy -11112.6569 eV. Number 5: DFT total energy -22159.6175 eV. Number 6: DFT total energy -47367.7871 eV. Number 7: DFT total energy -16802.9043 eV. Number 8: DFT total energy -7227.8612 eV.